A molecular structure, C38H24BrF5NO4P2S2SeTi, computed with the ωB97M-V functional and the def2-TZVPD basis.

Geometry as XYZ:
```
79
C38H24BrF5NO4P2S2SeTi, DFT the ωB97M-V functional and the def2-TZVPD basis
Ti -0.1081 0.4658 0.2229
O 0.3985 -2.8441 2.7602
C 0.4472 -1.8994 1.8871
O -0.4526 -1.0942 1.6403
C 1.7162 -1.7634 1.1167
C 2.8369 -2.5633 1.1789
C 3.9178 -2.2130 0.3727
C 3.8537 -1.0839 -0.4291
C 2.6826 -0.3429 -0.4312
N 1.6526 -0.7074 0.3119
C 2.4268 0.9701 -1.1545
O 3.3395 1.5378 -1.7242
O 1.2143 1.3765 -0.9841
H -0.5479 -2.9807 3.1547
H 2.8519 -3.4246 1.8309
H 4.8139 -2.8211 0.3829
H 4.6748 -0.7607 -1.0529
S 1.1969 -1.3192 -3.4403
P -0.3883 -1.8127 -2.3502
C -1.1234 -0.6977 -1.2863
P -2.1392 0.5376 -1.8152
S -1.9227 2.0821 -0.5314
C -3.9252 0.1204 -1.7541
C -4.3312 -0.7661 -0.7604
C -5.6736 -1.0573 -0.5773
C -6.6284 -0.4672 -1.3952
C -6.2346 0.4316 -2.3772
C -4.8898 0.7333 -2.5477
C -1.8342 1.0691 -3.5331
C -2.4564 0.4677 -4.6242
C -2.0716 0.7946 -5.9172
C -1.0540 1.7136 -6.1275
C -0.4151 2.2994 -5.0420
C -0.7997 1.9782 -3.7503
C -0.0032 -3.3013 -1.3419
C 1.0804 -4.1147 -1.6556
C 1.3450 -5.2503 -0.9019
C 0.5289 -5.5823 0.1721
C -0.5548 -4.7751 0.4919
C -0.8177 -3.6404 -0.2631
C -1.6746 -2.4990 -3.4850
C -1.4477 -2.6323 -4.8494
C -2.4593 -3.0786 -5.6905
C -3.7095 -3.3935 -5.1751
C -3.9409 -3.2748 -3.8101
C -2.9257 -2.8354 -2.9733
H -3.5782 -1.2145 -0.1210
H -5.9697 -1.7357 0.2132
H -7.6787 -0.6962 -1.2578
H -6.9767 0.9076 -3.0076
H -4.5926 1.4546 -3.2989
H -3.2306 -0.2765 -4.4701
H -2.5576 0.3131 -6.7580
H -0.7459 1.9597 -7.1371
H 0.4015 2.9930 -5.1987
H -0.2833 2.4056 -2.8988
H 1.7205 -3.8254 -2.4812
H 2.1999 -5.8715 -1.1462
H 0.7450 -6.4602 0.7698
H -1.1783 -5.0004 1.3491
H -1.6306 -2.9789 0.0129
H -0.4762 -2.3503 -5.2381
H -2.2741 -3.1661 -6.7551
H -4.5029 -3.7272 -5.8341
H -4.9139 -3.5103 -3.3956
H -3.1119 -2.7285 -1.9123
F -2.7100 2.7979 3.7676
C -2.6340 1.4641 3.8064
C -1.7087 0.8381 4.6164
F -0.8744 1.5746 5.3606
C -1.6586 -0.5430 4.6681
F -0.7341 -1.0814 5.4806
C -2.5071 -1.3584 3.9283
Se -2.4088 -3.2634 3.9933
C -3.4182 -0.6893 3.1180
F -4.2908 -1.3790 2.3602
C -3.4952 0.6902 3.0514
F -4.4148 1.2847 2.2767
Br 0.5889 1.8346 2.3521
```

Computed properties:
Charge: -2
Largest force on an atom (eV Å⁻¹): 0.8
LUMO (spin up / spin down) (eV): 4.2 / 4.2
Highest occupied orbital energy (spin up / spin down) (eV): -2.4 / -2.6
E_tot (eV): -261824.62843
Spin multiplicity: 2
Molecular weight (g/mol): 986.4

A molecular structure, C38H24Cl5F5P2Ru in a non-equilibrium geometry, computed with the ωB97M-V functional and the def2-TZVPD basis.

Geometry as XYZ:
```
75
C38H24Cl5F5P2Ru, DFT the ωB97M-V functional and the def2-TZVPD basis
Ru -0.9451 -0.0447 -0.4537
C 0.9984 -1.2103 2.0446
C 1.9510 -1.2971 0.8451
P 1.4303 -0.2869 -0.6275
C 2.9591 0.6717 -0.9904
C 2.9504 1.9253 -1.5873
C 4.1529 2.5498 -1.8737
C 5.3549 1.9114 -1.6135
C 5.3609 0.6363 -1.0708
C 4.1676 0.0034 -0.7838
C 1.5290 -1.1707 -2.2220
C 1.8419 -2.5016 -2.4596
C 1.7134 -2.9930 -3.7501
C 1.3156 -2.1675 -4.7946
C 1.0458 -0.8252 -4.5603
C 1.1475 -0.3316 -3.2766
P -0.0677 0.3086 2.0117
C -1.8164 -0.2462 2.0086
C -2.7760 0.7600 2.2359
C -4.1170 0.4475 2.3203
C -4.5310 -0.8716 2.1547
C -3.5965 -1.8777 1.9424
C -2.2461 -1.5759 1.8609
C 0.0974 1.0436 3.6686
C 0.5290 2.3491 3.8464
C 0.6858 2.8461 5.1300
C 0.4163 2.0366 6.2212
C -0.0132 0.7308 6.0321
C -0.1839 0.2212 4.7584
H 1.5825 -1.1561 2.9679
H 0.3686 -2.0978 2.1100
H 2.9246 -0.9165 1.1604
H 2.0725 -2.3394 0.5318
H 2.0224 2.4243 -1.8199
H 4.1511 3.5429 -2.2964
H 6.2878 2.3880 -1.8698
H 6.2922 0.1307 -0.8741
H 4.1845 -1.0156 -0.4283
H 2.1583 -3.1612 -1.6656
H 1.9212 -4.0334 -3.9420
H 1.2193 -2.5616 -5.7953
H 0.7361 -0.1764 -5.3649
H 0.9131 0.7074 -3.0575
H -2.4438 1.7796 2.3826
H -4.8433 1.2263 2.5080
H -5.5806 -1.1120 2.2105
H -3.9154 -2.9061 1.8507
H -1.5392 -2.3884 1.7718
H 0.7576 2.9631 2.9890
H 1.0216 3.8606 5.2739
H 0.5514 2.4207 7.2214
H -0.2208 0.1003 6.8833
H -0.5176 -0.7974 4.6076
Cl -3.3915 0.3531 -0.9310
C -2.7214 1.9522 -0.8679
C -1.3770 1.9593 -0.4902
C -0.7840 3.2094 -0.3109
Cl 0.8078 3.2650 0.3220
C -1.4940 4.3932 -0.5421
Cl -0.7535 5.9183 -0.3112
C -2.8397 4.3332 -0.9504
Cl -3.7037 5.7620 -1.2619
C -3.4849 3.0851 -1.0919
Cl -5.1397 2.9833 -1.4948
F -0.4285 -3.6100 0.2580
C -0.8920 -3.2949 -0.9673
C -1.0559 -1.9507 -1.2917
C -1.4683 -1.7301 -2.6079
F -1.6146 -0.4268 -2.9919
C -1.6808 -2.7169 -3.5525
F -2.0168 -2.4059 -4.7995
C -1.5260 -4.0497 -3.1624
F -1.7187 -5.0240 -4.0304
C -1.1527 -4.3370 -1.8502
F -1.0244 -5.5941 -1.4487
```

Computed properties:
Charge: +2
Largest force on an atom (eV Å⁻¹): 1.9
LUMO (spin up / spin down) (eV): -6.8 / -9.0
Highest occupied orbital energy (spin up / spin down) (eV): -14.0 / -14.0
E_tot (eV): -137135.17436
Spin multiplicity: 5
Molecular weight (g/mol): 915.9

A molecular structure, C38H24IrN10S in a non-equilibrium geometry, computed with the ωB97M-V functional and the def2-TZVPD basis.

Geometry as XYZ:
```
74
C38H24IrN10S, DFT the ωB97M-V functional and the def2-TZVPD basis
Ir -0.9171 0.4000 -0.3146
C 0.7171 6.5274 -1.8938
C 0.4414 6.8151 -0.5696
C 0.1794 5.8003 0.3578
C 0.2074 4.4954 -0.0867
C -0.0432 3.1613 0.5279
N -0.0379 2.2053 -0.4199
C 0.2854 2.7679 -1.6175
N 0.4698 2.1608 -2.7558
C 0.0986 0.9091 -3.0448
C 0.3884 0.2148 -4.3066
C 1.1652 0.5533 -5.3877
C 1.2173 -0.3593 -6.4469
C 0.5060 -1.5468 -6.4044
C -0.2774 -1.8853 -5.2907
C -0.3078 -0.9906 -4.2551
C -0.9917 -1.0241 -2.9439
N -1.7884 -1.9695 -2.5250
C -2.3427 -1.9975 -1.3067
N -2.0230 -1.2235 -0.2570
C -2.8275 -1.5604 0.8413
N -2.7924 -1.0506 2.0148
C -1.9347 -0.0446 2.3896
N -1.1632 0.6455 1.6193
C -0.2082 1.4415 2.3709
N -0.1664 2.8760 1.8030
C -0.7258 1.3197 3.8014
C -0.3021 1.8215 5.0205
C -0.9368 1.3835 6.1786
C -1.9596 0.4406 6.1374
C -2.3659 -0.0884 4.9222
C -1.7435 0.3730 3.7770
C -3.7296 -2.6464 0.4106
C -4.7293 -3.3185 1.0679
C -5.4096 -4.3075 0.3533
C -5.0849 -4.5963 -0.9658
C -4.0753 -3.8978 -1.6277
C -3.4154 -2.9221 -0.9154
N -0.6775 0.1263 -2.2726
C 0.4450 4.2240 -1.4317
C 0.7119 5.2031 -2.3475
H 0.9204 7.3343 -2.5854
H 0.4145 7.8471 -0.2445
H -0.0731 6.0552 1.3771
H 1.7170 1.4837 -5.4208
H 1.8212 -0.1328 -7.3154
H 0.5558 -2.2240 -7.2466
H -0.8331 -2.8134 -5.2414
H 0.5205 2.5165 5.1208
H -0.6088 1.7707 7.1352
H -2.4231 0.1095 7.0577
H -3.1389 -0.8444 4.8576
H -4.9771 -3.0863 2.0957
H -6.2055 -4.8608 0.8349
H -5.6255 -5.3765 -1.4848
H -3.8193 -4.1076 -2.6588
H 0.8993 4.9507 -3.3835
C 3.5396 4.1230 4.4317
C 2.1374 4.4435 4.0450
C 1.3756 5.4783 4.5560
C 0.0698 5.6436 4.1136
N -0.4630 4.8073 3.1904
C 0.2937 3.8559 2.7505
S 1.4397 0.6719 2.1214
N 1.5528 3.6591 3.1303
C -0.8190 6.7212 4.6247
H 3.8613 4.7393 5.2660
H 4.2095 4.3008 3.5873
H 3.6280 3.0687 4.7033
H 1.7961 6.1404 5.3011
H 1.9953 2.7388 2.7636
H -0.3201 7.3540 5.3537
H -1.7054 6.2708 5.0775
H -1.1747 7.3330 3.7932
```

Computed properties:
Charge: +2
Largest force on an atom (eV Å⁻¹): 1.4
LUMO (spin up / spin down) (eV): -7.5 / -7.6
Highest occupied orbital energy (spin up / spin down) (eV): -12.8 / -12.8
E_tot (eV): -68359.45382
Spin multiplicity: 2
Molecular weight (g/mol): 845.0

Repeat the first record exactly.
A molecular structure, C38H24BrF5NO4P2S2SeTi, computed with the ωB97M-V functional and the def2-TZVPD basis.

Geometry as XYZ:
```
79
C38H24BrF5NO4P2S2SeTi, DFT the ωB97M-V functional and the def2-TZVPD basis
Ti -0.1081 0.4658 0.2229
O 0.3985 -2.8441 2.7602
C 0.4472 -1.8994 1.8871
O -0.4526 -1.0942 1.6403
C 1.7162 -1.7634 1.1167
C 2.8369 -2.5633 1.1789
C 3.9178 -2.2130 0.3727
C 3.8537 -1.0839 -0.4291
C 2.6826 -0.3429 -0.4312
N 1.6526 -0.7074 0.3119
C 2.4268 0.9701 -1.1545
O 3.3395 1.5378 -1.7242
O 1.2143 1.3765 -0.9841
H -0.5479 -2.9807 3.1547
H 2.8519 -3.4246 1.8309
H 4.8139 -2.8211 0.3829
H 4.6748 -0.7607 -1.0529
S 1.1969 -1.3192 -3.4403
P -0.3883 -1.8127 -2.3502
C -1.1234 -0.6977 -1.2863
P -2.1392 0.5376 -1.8152
S -1.9227 2.0821 -0.5314
C -3.9252 0.1204 -1.7541
C -4.3312 -0.7661 -0.7604
C -5.6736 -1.0573 -0.5773
C -6.6284 -0.4672 -1.3952
C -6.2346 0.4316 -2.3772
C -4.8898 0.7333 -2.5477
C -1.8342 1.0691 -3.5331
C -2.4564 0.4677 -4.6242
C -2.0716 0.7946 -5.9172
C -1.0540 1.7136 -6.1275
C -0.4151 2.2994 -5.0420
C -0.7997 1.9782 -3.7503
C -0.0032 -3.3013 -1.3419
C 1.0804 -4.1147 -1.6556
C 1.3450 -5.2503 -0.9019
C 0.5289 -5.5823 0.1721
C -0.5548 -4.7751 0.4919
C -0.8177 -3.6404 -0.2631
C -1.6746 -2.4990 -3.4850
C -1.4477 -2.6323 -4.8494
C -2.4593 -3.0786 -5.6905
C -3.7095 -3.3935 -5.1751
C -3.9409 -3.2748 -3.8101
C -2.9257 -2.8354 -2.9733
H -3.5782 -1.2145 -0.1210
H -5.9697 -1.7357 0.2132
H -7.6787 -0.6962 -1.2578
H -6.9767 0.9076 -3.0076
H -4.5926 1.4546 -3.2989
H -3.2306 -0.2765 -4.4701
H -2.5576 0.3131 -6.7580
H -0.7459 1.9597 -7.1371
H 0.4015 2.9930 -5.1987
H -0.2833 2.4056 -2.8988
H 1.7205 -3.8254 -2.4812
H 2.1999 -5.8715 -1.1462
H 0.7450 -6.4602 0.7698
H -1.1783 -5.0004 1.3491
H -1.6306 -2.9789 0.0129
H -0.4762 -2.3503 -5.2381
H -2.2741 -3.1661 -6.7551
H -4.5029 -3.7272 -5.8341
H -4.9139 -3.5103 -3.3956
H -3.1119 -2.7285 -1.9123
F -2.7100 2.7979 3.7676
C -2.6340 1.4641 3.8064
C -1.7087 0.8381 4.6164
F -0.8744 1.5746 5.3606
C -1.6586 -0.5430 4.6681
F -0.7341 -1.0814 5.4806
C -2.5071 -1.3584 3.9283
Se -2.4088 -3.2634 3.9933
C -3.4182 -0.6893 3.1180
F -4.2908 -1.3790 2.3602
C -3.4952 0.6902 3.0514
F -4.4148 1.2847 2.2767
Br 0.5889 1.8346 2.3521
```

Computed properties:
Charge: -2
Largest force on an atom (eV Å⁻¹): 0.8
LUMO (spin up / spin down) (eV): 4.2 / 4.2
Highest occupied orbital energy (spin up / spin down) (eV): -2.4 / -2.6
E_tot (eV): -261824.62843
Spin multiplicity: 2
Molecular weight (g/mol): 986.4